Density functional theory data (wB97M-V/def2-TZVPD) for a structure of composition CH4NP3 in a non-equilibrium geometry.

Last column: Mulliken charge in e.
Geometry (Å):
C 0.167 1.127 0.465  -0.4909
N -1.144 1.369 0.090  -0.1653
P -2.420 0.562 -0.224  0.1799
P 0.482 -1.205 -0.051  -0.0315
P -1.627 -1.464 0.170  -0.1383
H 1.013 1.486 -0.233  0.2580
H 0.440 1.443 1.488  0.2667
H 0.558 -1.080 -1.487  0.0420
H -1.437 -1.373 1.543  0.0795

energy above the lowest of the compared OMol25 structures with the same formula, charge and spin: 21.42 kcal/mol
2S+1: 1